[1]
DFT (ωB97M-V with the def2-TZVPD basis set) results for C29H34BN11O4RuS2 as an isolated structure in a non-equilibrium geometry.

Its molar mass is 776.7 g mol⁻¹. The total energy comes out at -80119.7224 eV. As for the multiplicity: 5. As for the expectation value of S²: 6.023. The net charge is +2. The relative energy (zero: lowest compared OMol25 entry of this formula, charge and spin) is 0.9296 eV. The value obtained for the LUMO energy (spin up / spin down) is -7.17 / -9.20 eV.

Element x y z (Å)
Ru  0.223  -0.247  -0.571
C  2.598  -2.035  -3.563
C  1.570  -1.183  -3.221
N  1.222  -1.390  -1.932
N  2.029  -2.360  -1.446
C  2.863  -2.759  -2.403
B  2.130  -2.650  0.074
N  0.693  -2.837  0.593
C  0.200  -3.817  1.347
C  -1.170  -3.610  1.520
C  -1.450  -2.451  0.827
N  -0.309  -1.988  0.282
N  2.787  -1.381  0.647
C  3.791  -1.285  1.526
C  4.174  0.042  1.614
C  3.323  0.709  0.737
N  2.494  -0.156  0.154
H  3.100  -2.114  -4.511
H  1.063  -0.471  -3.845
H  3.595  -3.528  -2.220
H  2.778  -3.618  0.294
H  0.830  -4.611  1.713
H  -1.863  -4.228  2.063
H  -2.390  -1.954  0.674
H  4.175  -2.155  2.033
H  4.959  0.465  2.215
H  3.322  1.752  0.463
C  -4.319  0.317  0.650
S  -3.052  1.086  -0.376
C  -4.151  1.496  -1.768
O  -2.218  -0.059  -0.933
H  -4.680  -0.576  0.142
H  -5.129  1.030  0.797
H  -3.861  0.071  1.602
H  -4.736  2.378  -1.509
H  -4.795  0.646  -1.987
H  -3.518  1.712  -2.627
C  0.875  3.360  -0.862
C  0.173  2.622  -1.940
N  -0.002  1.303  -2.007
C  -0.715  1.031  -3.165
C  -0.943  2.197  -3.806
N  -0.382  3.190  -3.025
C  -0.490  4.625  -3.268
N  -1.540  5.195  -2.487
N  -1.252  5.867  -1.339
N  -2.324  6.300  -0.825
C  -3.392  5.936  -1.616
C  -4.760  6.181  -1.494
C  -5.583  5.653  -2.464
C  -5.075  4.905  -3.540
C  -3.725  4.661  -3.683
C  -2.892  5.201  -2.705
H  0.996  2.693  -0.013
H  0.309  4.238  -0.548
H  1.857  3.695  -1.202
H  -1.048  0.039  -3.416
H  -1.422  2.398  -4.749
H  -0.682  4.781  -4.327
H  0.437  5.120  -2.987
H  -5.145  6.780  -0.680
H  -6.650  5.820  -2.410
H  -5.760  4.520  -4.283
H  -3.339  4.088  -4.518
C  1.728  4.787  5.995
C  1.186  3.726  5.088
C  0.164  2.872  5.500
C  -0.327  1.886  4.660
C  0.223  1.750  3.398
C  1.264  2.565  2.973
C  1.727  3.561  3.808
S  -0.317  0.449  2.332
O  0.756  -0.517  2.282
O  -1.596  -0.037  2.767
O  -0.441  1.073  0.924
H  1.131  4.890  6.898
H  1.762  5.750  5.483
H  2.754  4.553  6.283
H  -0.254  2.996  6.490
H  -1.127  1.227  4.969
H  1.696  2.413  1.994
H  2.519  4.222  3.479



[2]
DFT (ωB97M-V with the def2-TZVPD basis set) results for a 2-piece molecular cluster, C9H10N2O5 overall in a non-equilibrium geometry.

Its molar mass is 226.2 g mol⁻¹. As for the structure (SMILES): O=C1C=CC(=O)C=C1.NOC(=O)NCC=O. The total energy comes out at -22709.2216 eV. The relative energy (zero: lowest compared OMol25 entry of this formula, charge and spin) is 2.7334 eV. The value obtained for the LUMO energy is -1.42 eV.

Element x y z (Å)
O  -2.167  -3.139  -3.449
C  -1.179  -2.506  -3.147
C  0.004  -2.454  -4.045
C  1.091  -1.762  -3.715
C  1.165  -1.012  -2.437
O  2.152  -0.375  -2.135
C  -0.014  -1.066  -1.544
C  -1.103  -1.756  -1.868
H  -0.073  -3.008  -4.971
H  1.964  -1.710  -4.354
H  0.064  -0.514  -0.619
H  -1.971  -1.804  -1.224
N  -0.911  2.772  1.283
O  -1.012  1.486  0.679
C  -0.403  0.535  1.457
O  -0.986  -0.505  1.664
N  0.920  0.761  1.916
C  1.048  1.550  3.141
C  0.087  1.093  4.212
O  -0.739  1.848  4.674
H  -0.736  3.409  0.521
H  -1.832  2.976  1.644
H  1.501  1.120  1.172
H  2.049  1.376  3.526
H  0.918  2.616  3.021
H  0.165  0.070  4.599



[3]
DFT (ωB97M-V with the def2-TZVPD basis set) results for a 2-piece molecular cluster, C2HClFN overall in a non-equilibrium geometry.

Its molar mass is 93.5 g mol⁻¹. The total energy comes out at -18815.1422 eV. The relative energy (zero: lowest compared OMol25 entry of this formula, charge and spin) is 4.0665 eV. The value obtained for the LUMO energy is -3.82 eV.

Element x y z (Å)
C  0.292  0.942  0.403
C  0.028  -0.438  0.510
N  0.458  2.057  0.161
F  -0.099  -0.639  -1.973
Cl  -1.488  -0.953  0.909
H  0.810  -0.969  -0.010



[4]
DFT (ωB97M-V with the def2-TZVPD basis set) results for a 2-piece molecular cluster, C15H15N4O5 overall in a non-equilibrium geometry.

Its molar mass is 331.3 g mol⁻¹. The total energy comes out at -31989.5736 eV. The net charge is -1. The relative energy (zero: lowest compared OMol25 entry of this formula, charge and spin) is 1.4439 eV. The value obtained for the LUMO energy is 0.55 eV.

Element x y z (Å)
C  0.118  4.162  -0.392
C  -0.700  3.276  -1.345
C  -1.974  4.042  -1.749
C  0.113  3.002  -2.625
C  -1.016  1.946  -0.639
C  -2.322  1.521  -0.369
C  -2.573  0.322  0.240
C  -1.506  -0.546  0.625
O  -1.706  -1.653  1.147
C  -0.181  -0.080  0.379
C  0.038  1.122  -0.231
H  1.058  3.685  -0.121
H  0.348  5.122  -0.852
H  -0.437  4.349  0.527
H  -2.577  3.464  -2.448
H  -2.585  4.280  -0.879
H  -1.714  4.981  -2.236
H  -0.451  2.377  -3.317
H  0.354  3.934  -3.135
H  1.048  2.492  -2.402
H  -3.152  2.149  -0.641
H  -3.581  0.003  0.438
H  0.638  -0.705  0.685
H  1.051  1.446  -0.397
O  -0.233  -3.440  4.125
N  0.834  -2.918  3.778
C  1.343  -3.197  2.452
C  0.575  -3.871  1.543
C  1.175  -4.102  0.317
N  0.892  -4.835  -0.822
O  -0.171  -5.491  -0.962
O  1.884  -4.790  -1.733
N  2.828  -4.043  -1.189
C  2.455  -3.635  0.041
N  3.209  -2.952  0.938
C  2.639  -2.778  2.097
O  1.492  -2.176  4.520
H  -0.430  -4.188  1.775
H  3.222  -2.276  2.856